15
Properties=species:S:1:pos:R:3 method="wB97M-V/def2-TZVPD" multiplicity=1 total_charge=0 relative_energy_ev=4.1469 mol_weight_g_mol=146.642 max_force_ev_per_a=5.66 total_energy_ev=-29688.339 gap_ha=0.29169
C 2.75 0.75 0.22
C 1.48 1.09 0.40
C 0.52 0.36 -0.47
S 0.89 -0.93 -1.25
C -0.90 0.86 -0.38
Cl -0.90 2.54 -0.76
C -1.82 -0.05 0.12
C -1.79 -1.59 0.18
H 3.89 1.21 0.68
H 3.07 -0.22 -0.25
H 1.04 1.79 0.94
H -2.89 0.44 0.18
H -1.54 -2.00 -1.01
H -0.96 -2.04 0.88
H -2.85 -2.21 0.50